1.
C18H24F6N8O6PrS3 | ωB97M-V/def2-TZVPD

Results
Spin multiplicity: 3
Charge: +1
Expectation value of S²: 2.001
Frontier orbital gap (spin up / spin down) in eV: 8.77 / 8.78

Element x y z (Å)
Pr  -0.0334  0.3502  0.6041
C  -1.1289  0.9149  -2.6141
C  -2.4085  1.3690  -1.9146
N  -2.2426  1.3899  -0.4470
C  -3.3018  0.7198  0.3290
C  -3.2752  -0.7939  0.1162
N  -1.9178  -1.3744  0.2476
C  -1.5040  -2.2822  -0.8370
C  -1.3223  -1.5099  -2.1384
N  -0.5547  -0.2636  -1.9501
H  -0.3813  1.7120  -2.5894
H  -1.3584  0.7188  -3.6683
H  -3.2290  0.6948  -2.1666
H  -2.7065  2.3531  -2.2799
H  -2.1950  2.3517  -0.1268
H  -4.2975  1.0949  0.0691
H  -3.1331  0.9471  1.3849
H  -3.6553  -1.0306  -0.8782
H  -3.9630  -1.2582  0.8251
H  -1.8343  -1.8601  1.1357
H  -2.2369  -3.0807  -0.9959
H  -0.5619  -2.7451  -0.5347
H  -2.2979  -1.2721  -2.5668
H  -0.8218  -2.1533  -2.8666
H  0.3785  -0.4293  -2.3357
F  1.8090  4.4026  1.2603
C  1.8210  3.1035  1.4806
F  3.0174  2.7262  1.8598
F  1.5254  2.5031  0.2794
S  0.3765  2.7957  2.7122
O  -0.5926  2.3050  1.6961
O  0.1808  4.0858  3.2661
N  0.6288  1.7292  3.8250
S  0.1206  0.2229  3.9075
O  -0.7152  -0.1359  2.7127
O  1.0910  -0.7088  4.3475
C  -1.1391  0.3294  5.2403
F  -1.7421  -0.8512  5.3233
F  -0.5155  0.6021  6.3738
F  -2.0399  1.2635  4.9815
N  7.1207  -2.9254  3.6363
C  5.9969  -2.4592  3.0445
C  4.8834  -3.2935  2.8928
C  3.7334  -2.8183  2.3021
C  3.6740  -1.5028  1.8781
C  4.7655  -0.6618  2.0143
C  5.9211  -1.1391  2.5934
S  2.2306  -0.9627  1.1657
O  1.1471  -1.9235  1.3905
O  1.8974  0.3424  1.8105
N  2.1141  -0.5060  -0.3880
C  2.4762  -1.5426  -1.2795
N  2.0904  -1.3726  -2.5409
C  2.4724  -2.2924  -3.4120
C  3.2181  -3.3871  -3.0517
C  3.5306  -3.4861  -1.7142
N  3.1668  -2.5799  -0.8280
H  7.2043  -3.8887  3.9000
H  7.9447  -2.3587  3.7071
H  4.9328  -4.3143  3.2493
H  2.8672  -3.4517  2.1747
H  4.7112  0.3659  1.6777
H  6.7782  -0.4901  2.7160
H  2.1601  -2.1421  -4.4401
H  3.5281  -4.1285  -3.7718
H  4.0948  -4.3313  -1.3329

Atomic partial charges in e from the natural (NBO) method, atoms 1 to 2: 1.167 -0.211

=====

2.
C18H24FN6S5SeW | ωB97M-V/def2-TZVPD

Results
Spin multiplicity: 3
Charge: +1
Expectation value of S²: 2.020
Frontier orbital gap (spin up / spin down) in eV: 5.41 / 4.28

Element x y z (Å)
W  1.3212  0.3206  1.1206
C  2.0526  -1.4543  -2.3345
C  2.9189  -1.1921  -1.1190
N  3.2193  -2.3592  -0.3011
C  4.3432  -3.1935  -0.7889
C  3.9671  -4.1911  -1.8717
C  2.7168  -2.5371  0.9111
C  2.9301  -3.8509  1.6101
N  2.0282  -1.6168  1.5733
H  1.7354  -0.5021  -2.7586
H  1.1659  -2.0343  -2.0860
H  2.6204  -1.9875  -3.0931
H  2.4155  -0.4373  -0.4895
H  3.8595  -0.7037  -1.3823
H  4.7734  -3.7029  0.0674
H  5.1082  -2.4901  -1.1185
H  3.0563  -4.7326  -1.6162
H  4.7723  -4.9170  -1.9777
H  3.8248  -3.7226  -2.8421
H  3.1031  -4.6657  0.9146
H  2.0431  -4.0852  2.1965
H  3.7812  -3.7766  2.2890
H  1.6872  -1.9976  2.4444
F  1.2580  1.6021  -0.2438
Se  3.4571  1.2674  2.0755
C  4.6583  0.0352  1.3703
N  5.3925  -0.7323  0.9244
S  0.1683  0.2667  3.1882
C  0.1764  1.8161  2.3742
N  1.0089  2.8215  2.8598
C  0.7307  4.0950  2.1920
C  -0.7753  4.1710  1.9752
S  -1.2254  2.4578  1.5645
H  1.0878  2.8260  3.8709
H  1.2347  4.0853  1.2228
H  1.1286  4.9172  2.7824
H  -1.0413  4.8242  1.1479
H  -1.3356  4.4614  2.8639
S  -5.5224  0.7150  2.1521
C  -4.2526  0.3310  1.1908
S  -2.8590  -0.4994  1.8430
C  -2.0463  -0.3243  0.3319
N  -2.7476  0.2289  -0.5887
N  -3.9841  0.5822  -0.1267
C  -4.8470  1.2034  -1.0948
C  -6.2245  1.1874  -0.9400
C  -7.0167  1.7941  -1.9051
C  -6.4497  2.4042  -3.0107
C  -5.0691  2.4009  -3.1569
C  -4.2627  1.8029  -2.2049
S  -0.4360  -0.9362  -0.0340
H  -6.6818  0.7035  -0.0935
H  -8.0908  1.7813  -1.7812
H  -7.0753  2.8734  -3.7567
H  -4.6112  2.8688  -4.0174
H  -3.1905  1.7978  -2.3232

Atomic partial charges in e from the natural (NBO) method, atoms 1 to 2: 1.226 -0.631

=====

3.
C18H24N2O2 | ωB97M-V/def2-TZVPD

Results
Spin multiplicity: 1
SMILES: CCN1C(=O)C[C@H](N2CCC(Cc3ccccc3)CC2)C1=O
Frontier orbital gap in eV: 9.27

Element x y z (Å)
C  -2.6849  -3.8467  0.7708
H  -3.3262  -3.2641  1.4282
C  -1.5048  -4.4103  1.5535
N  -0.7024  -3.3460  2.1246
C  0.4069  -2.8216  1.4995
O  0.8593  -3.2281  0.4584
C  0.8827  -1.6231  2.3202
N  0.6808  -0.3627  1.6239
C  1.7077  -0.1043  0.6209
C  1.2984  1.0799  -0.2434
C  0.0957  0.7140  -1.1242
C  -0.7942  -0.2970  -0.3822
C  -0.6706  -0.1121  1.1301
H  -0.9327  0.9209  1.3883
H  -1.3807  -0.7623  1.6447
H  -0.4900  -1.3130  -0.6393
H  -1.8375  -0.1772  -0.6799
C  -0.6961  1.9713  -1.5186
C  0.1727  2.9624  -2.2388
C  0.5542  2.7299  -3.5551
C  1.3779  3.6190  -4.2205
C  1.8326  4.7585  -3.5783
C  1.4552  5.0027  -2.2696
C  0.6317  4.1098  -1.6062
H  0.3381  4.3113  -0.5856
H  1.8024  5.8918  -1.7634
H  2.4752  5.4544  -4.0973
H  1.6649  3.4246  -5.2438
H  0.1980  1.8448  -4.0631
H  -1.5236  1.6752  -2.1685
H  -1.1157  2.4288  -0.6204
H  0.4651  0.2448  -2.0416
H  2.1385  1.3879  -0.8664
H  1.0474  1.9158  0.4106
H  2.6365  0.1203  1.1567
H  1.8866  -0.9783  -0.0216
C  0.0625  -1.7100  3.6085
C  -0.9991  -2.7534  3.3356
O  -1.9324  -3.0589  4.0290
H  -0.3903  -0.7555  3.8734
H  0.6623  -2.0395  4.4577
H  1.9570  -1.7091  2.5081
H  -1.8596  -5.0343  2.3771
H  -0.8496  -4.9898  0.8990
H  -2.3331  -3.2102  -0.0380
H  -3.2665  -4.6604  0.3473

Atomic partial charges in e from the natural (NBO) method, atoms 1 to 2: -0.613 0.217

=====

Across the entries above, energy above the lowest of the compared OMol25 structures with the same formula, charge and spin takes the values 40.4; 67.8; 85.0 kJ/mol, respectively.